# 1
31
Properties=species:S:1:pos:R:3 method="wB97M-V/def2-TZVPD" charge=-1 de_lowest_kj_mol=105.0 gap_ev=3.66 e_tot_ha=-956.2615
C 1.904 -0.324 -2.048
Hg -0.243 0.064 -2.392
N -2.758 -0.048 -2.806
H -0.059 -0.552 -4.023
H -3.127 -1.000 -2.803
H 0.114 1.408 -3.370
H 2.371 -0.218 -3.031
H 2.077 -1.327 -1.637
H 2.270 0.449 -1.360
H -3.185 0.523 -2.069
H -2.845 0.384 -3.724
C -1.588 -1.511 0.293
N -0.538 -0.904 1.123
C -0.105 -1.718 2.253
C -0.223 0.398 0.910
S -1.125 1.264 -0.283
N 0.828 1.020 1.502
C 1.521 0.715 2.750
C 1.215 2.337 0.985
H -1.792 -2.504 0.726
H -1.259 -1.635 -0.756
H -2.503 -0.903 0.304
H 0.972 -1.930 2.226
H -0.395 -1.277 3.218
H -0.629 -2.669 2.165
H 2.600 0.660 2.554
H 1.350 1.526 3.474
H 1.207 -0.213 3.209
H 1.611 2.251 -0.041
H 0.346 3.018 0.977
H 1.988 2.715 1.672



# 2
30
Properties=species:S:1:pos:R:3 method="wB97M-V/def2-TZVPD" smiles=CCN[C@H](C)CNC.O.O de_lowest_kj_mol=67.0 gap_ev=9.09 e_tot_ha=-500.5804
C 1.323 -1.938 1.561
C 1.224 -0.445 1.270
N 0.304 -0.197 0.168
C 0.153 1.208 -0.233
C -0.242 2.148 0.914
C -0.890 1.322 -1.348
N -0.693 0.488 -2.527
C -1.479 -0.735 -2.543
H 1.633 -2.487 0.673
H 0.362 -2.325 1.906
H 2.063 -2.115 2.347
H 2.201 -0.060 0.974
H 0.953 0.079 2.197
H -0.601 -0.628 0.329
H 1.132 1.518 -0.610
H -0.509 3.121 0.500
H -1.092 1.745 1.460
H 0.589 2.319 1.597
H -1.868 1.119 -0.905
H -0.900 2.373 -1.651
H 0.290 0.258 -2.626
H -1.257 -1.288 -3.452
H -1.327 -1.397 -1.679
H -2.540 -0.481 -2.588
O 1.952 -1.100 -2.018
H 2.772 -0.626 -1.837
H 1.370 -0.927 -1.251
O -1.938 -0.056 3.102
H -1.712 -0.642 3.832
H -1.272 -0.251 2.436



# 3
30
Properties=species:S:1:pos:R:3 method="wB97M-V/def2-TZVPD" smiles=CCCN[C@@H](C)CN.O.O de_lowest_kj_mol=91.0 gap_ev=9.63 e_tot_ha=-500.5713
C -2.638 -1.849 0.438
C -2.416 -0.327 0.398
C -1.186 0.233 1.152
N 0.127 0.230 0.437
C 1.154 -0.722 0.946
C 0.820 -2.183 0.730
C 2.452 -0.483 0.142
N 2.921 0.898 0.057
H -2.067 -2.347 -0.337
H -2.310 -2.216 1.405
H -3.703 -2.016 0.299
H -2.268 0.016 -0.626
H -3.261 0.142 0.901
H -1.096 -0.204 2.146
H -1.316 1.301 1.266
H 0.101 -0.082 -0.536
H 1.349 -0.474 1.986
H 0.454 -2.346 -0.291
H 1.660 -2.864 0.812
H 0.013 -2.566 1.341
H 3.248 -1.043 0.599
H 2.224 -0.807 -0.874
H 2.324 1.471 -0.506
H 2.842 1.315 0.971
O -0.231 3.094 -0.872
H 0.021 2.208 -0.563
H -1.112 3.240 -0.573
O -0.498 0.545 -2.637
H 0.125 1.248 -2.843
H -1.353 0.922 -2.865



# 4
33
Properties=species:S:1:pos:R:3 method="wB97M-V/def2-TZVPD" smiles="CN(C)P(=N[PH2]=O)(N(C)C)N(C)C" de_lowest_kj_mol=228.4 gap_ev=8.93 e_tot_ha=-1217.4779
C -0.783 2.099 -1.507
N -1.155 0.988 -0.625
C -2.456 1.032 0.049
P 0.152 0.053 -0.296
N 1.289 -0.156 -2.126
P 1.736 -1.682 -2.054
O 1.591 -2.266 -0.678
N -0.720 -1.230 0.470
C -0.177 -1.716 1.694
C -1.204 -2.104 -0.607
N 1.110 0.829 0.718
C 0.615 1.591 1.929
C 2.592 0.765 0.651
H 0.117 1.744 -2.180
H -1.643 2.371 -2.171
H -0.495 3.172 -0.993
H -2.354 0.637 1.070
H -2.685 2.067 0.111
H -3.248 0.587 -0.539
H 1.161 -2.453 -3.053
H 3.075 -1.831 -2.480
H 0.276 -2.632 1.500
H 0.489 -0.939 2.087
H -0.994 -1.910 2.401
H -2.249 -2.498 -0.362
H -1.182 -1.353 -1.433
H -0.633 -2.953 -0.748
H -0.478 1.329 1.990
H 1.145 1.280 2.827
H 0.834 2.614 1.825
H 2.997 0.593 1.605
H 2.916 -0.027 -0.078
H 3.078 1.749 0.460



# 5
39
Properties=species:S:1:pos:R:3 method="wB97M-V/def2-TZVPD" charge=-1 de_lowest_kj_mol=0.0 gap_ev=3.45 e_tot_ha=-1837.9924
Na 0.454 5.000 1.030
O 4.645 3.447 0.562
H 5.099 3.189 1.388
O 0.856 6.055 -3.231
H 0.451 6.001 -4.119
C 0.270 0.876 7.378
O -0.859 0.101 7.284
P -1.329 -0.062 5.641
O -0.903 0.928 4.613
O -0.854 -1.568 5.318
C -1.065 -2.539 6.269
O -2.918 -0.307 5.643
C -3.514 -0.046 4.403
H 0.898 0.937 6.490
H 0.901 0.329 8.079
H 0.080 1.886 7.741
H -1.569 -2.186 7.168
H -0.034 -2.777 6.534
H -1.380 -3.513 5.895
H -3.117 -0.584 3.542
H -3.530 0.998 4.089
H -4.563 -0.267 4.601
C -0.006 0.679 -7.120
O -0.130 -0.146 -5.980
P 1.289 -0.654 -5.391
O 2.311 0.324 -5.011
O 0.783 -1.576 -4.156
C 0.635 -1.052 -2.888
O 1.888 -1.766 -6.425
C 1.025 -2.706 -7.173
H -0.194 0.219 -8.090
H 0.975 1.131 -7.263
H -0.733 1.481 -6.994
H -0.027 -1.807 -2.463
H 0.158 -0.082 -2.748
H 1.614 -1.016 -2.408
H 0.350 -2.191 -7.857
H 0.506 -3.367 -6.479
H 1.538 -3.367 -7.872



# 6
44
Properties=species:S:1:pos:R:3 method="wB97M-V/def2-TZVPD" charge=+1 s_squared=4.15 multiplicity=4 gap_ev="4.92 / 4.57" e_tot_ha=-3616.8992
Co -1.348 1.424 1.159
In -4.150 0.803 -1.044
O -2.752 0.101 1.644
H -2.776 -0.058 2.614
O -2.714 2.709 0.623
H -2.852 3.516 1.149
O -1.254 0.759 -0.647
H -0.447 1.047 -1.092
N -0.246 2.487 2.331
S -0.080 2.761 3.858
O -0.143 4.169 4.158
O 0.627 1.806 4.660
F -1.630 2.348 4.234
S 1.237 3.261 1.867
O 2.464 2.784 2.442
O 1.144 4.633 1.524
F 1.178 2.596 0.389
C -1.781 -3.622 -2.071
C -1.695 -2.355 -2.948
O -2.370 -1.221 -2.424
H -1.371 -3.479 -1.075
H -1.251 -4.377 -2.650
H -2.836 -3.898 -2.028
H -2.064 -2.507 -3.962
H -0.613 -2.202 -3.043
H -1.727 -0.633 -2.008
C 2.167 -0.906 2.599
C 0.655 -1.048 2.599
O 0.119 -0.184 1.565
H 2.580 -1.605 3.334
H 2.437 0.052 3.044
H 2.640 -1.083 1.637
H 0.206 -0.771 3.552
H 0.285 -2.061 2.413
H 0.316 -0.557 0.696
C 2.223 -0.171 -2.381
C 1.633 -0.467 -3.758
O 1.860 -1.790 -4.230
H 3.306 -0.063 -2.386
H 1.899 -0.944 -1.677
H 1.776 0.746 -1.981
H 2.023 0.221 -4.513
H 0.549 -0.401 -3.636
H 2.775 -1.822 -4.535



# 7
34
Properties=species:S:1:pos:R:3 method="wB97M-V/def2-TZVPD" charge=-1 s_squared=3.76 de_lowest_kj_mol=137.2 multiplicity=4 gap_ev="6.69 / 6.43" e_tot_ha=-2075.3392
Co 1.115 -0.346 1.139
O -0.235 -0.580 2.570
H -0.346 -0.359 3.515
O 2.926 -0.031 1.783
H 3.631 0.093 2.448
O 0.870 -2.358 0.843
H 1.740 -2.758 0.646
C 1.842 -0.857 -3.600
C 0.675 -0.814 -2.517
O 1.312 -0.705 -1.263
H 2.465 -1.743 -3.480
H 2.495 0.014 -3.550
H 1.393 -0.896 -4.593
H 0.097 -1.735 -2.584
H -0.013 0.016 -2.678
H 1.576 -1.530 -0.848
C 0.369 3.787 0.875
C 0.040 2.353 1.388
O 0.474 1.414 0.438
H -0.121 4.574 1.449
H 0.084 4.028 -0.149
H 1.406 4.058 1.073
H -1.002 2.246 1.689
H 0.628 2.189 2.291
H 0.978 1.985 -0.147
C -2.102 -0.700 -0.069
C -3.132 -1.710 0.340
O -2.701 -2.224 1.542
H -1.765 -0.095 0.773
H -2.636 -0.078 -0.787
H -1.240 -1.104 -0.600
H -3.164 -2.515 -0.394
H -4.119 -1.265 0.465
H -3.539 -2.355 1.991



# 8
45
Properties=species:S:1:pos:R:3 method="wB97M-V/def2-TZVPD" s_squared=3.75 de_lowest_kj_mol=299.8 multiplicity=4 gap_ev="6.70 / 7.48" e_tot_ha=-3310.3166
Ti -1.563 -0.288 -0.820
N -2.028 -3.087 1.344
S -2.781 -4.383 1.184
O -4.205 -4.186 0.977
O -2.360 -5.541 1.944
F -2.247 -4.713 -0.297
S -2.314 -3.001 2.967
O -1.360 -3.733 3.764
O -3.691 -2.859 3.408
F -1.906 -1.450 3.217
C 2.510 -4.178 1.057
O 1.864 -3.164 0.275
H 3.572 -4.113 0.818
H 2.254 -3.934 2.087
H 2.044 -5.156 0.938
H 0.928 -3.198 0.486
C -2.209 -1.865 -4.975
O -1.148 -1.306 -4.210
H -3.203 -1.716 -4.552
H -2.282 -1.487 -5.995
H -2.129 -2.944 -5.103
H -0.365 -1.299 -4.766
C -4.170 2.381 -3.315
O -4.635 1.459 -2.317
H -4.395 3.410 -3.031
H -3.108 2.368 -3.558
H -4.765 2.182 -4.206
H -5.530 1.781 -2.190
C 2.689 1.557 3.103
O 3.170 2.117 1.897
P 2.210 3.187 1.150
O 0.927 2.531 0.754
O 2.088 4.490 2.177
C 3.268 5.054 2.779
O 3.219 3.676 -0.061
C 3.307 2.989 -1.307
H 2.563 0.476 3.054
H 1.705 1.946 3.366
H 3.327 1.810 3.950
H 2.816 5.549 3.638
H 3.670 5.917 2.247
H 4.042 4.345 3.072
H 4.312 2.568 -1.298
H 3.238 3.686 -2.142
H 2.675 2.124 -1.509



# 9
31
Properties=species:S:1:pos:R:3 method="wB97M-V/def2-TZVPD" s_squared=0.75 de_lowest_kj_mol=319.9 multiplicity=2 gap_ev="3.12 / 8.80" e_tot_ha=-500.9604
N -0.589 1.317 0.175
C 0.048 0.039 -0.394
C 1.093 0.368 -1.450
C 0.807 -0.020 -3.042
C 0.779 -0.719 0.883
N 0.218 -1.876 1.434
C -0.719 -1.761 2.542
C -0.023 -3.060 0.624
H -0.722 1.990 -0.673
H -1.573 1.118 0.401
H 0.155 1.933 0.678
H -0.732 -0.592 -0.913
H 2.094 -0.167 -1.283
H 1.373 1.414 -1.280
H -0.098 0.318 -3.453
H 1.562 0.337 -3.659
H 0.640 -1.087 -3.303
H 0.828 0.063 1.743
H 1.804 -0.984 0.622
H -0.393 -2.449 3.458
H -1.737 -1.927 2.266
H -0.614 -0.834 3.186
H 0.089 -4.008 1.310
H 0.684 -3.239 -0.064
H -1.069 -3.102 0.095
H -3.715 1.941 -0.511
H -2.866 2.661 -1.643
O -2.804 2.173 -0.721
H 2.426 2.834 1.102
H 1.466 4.137 0.993
O 1.588 3.182 0.879



# 10
32
Properties=species:S:1:pos:R:3 method="wB97M-V/def2-TZVPD" gap_ev=8.01 e_tot_ha=-984.4257
C -2.334 -0.964 1.096
C 1.987 2.090 -0.402
C 1.028 -3.163 -1.054
C -1.054 2.824 0.088
C 1.600 -0.750 1.749
C -2.673 -0.579 -0.325
N 1.196 0.957 -0.872
N 0.839 -1.758 -1.152
N -1.511 -0.133 -0.941
Si -0.819 1.355 -1.078
Si 1.680 -0.688 -0.177
H -1.963 -0.147 1.578
H -3.175 -1.348 1.566
H -1.549 -1.722 1.074
H 1.742 2.329 0.600
H 3.072 1.892 -0.397
H 1.640 2.924 -1.009
H 0.859 -3.584 0.003
H 0.180 -3.728 -1.531
H 2.066 -3.418 -1.223
H -1.165 2.528 1.113
H -0.410 3.652 0.058
H -1.954 3.218 -0.250
H 1.826 0.148 2.205
H 0.694 -1.244 1.856
H 2.444 -1.353 1.908
H -2.924 -1.538 -0.781
H -3.487 0.099 -0.335
H 1.483 0.707 -1.870
H -0.150 -1.480 -1.084
H -0.326 1.699 -2.568
H 3.179 -0.743 -0.544



# 11
34
Properties=species:S:1:pos:R:3 method="wB97M-V/def2-TZVPD" s_squared=3.75 multiplicity=4 gap_ev="6.34 / 7.70" e_tot_ha=-1616.1313
V -3.614 13.043 -20.130
C -5.768 11.375 -21.691
O -4.448 11.594 -21.399
H -6.499 11.626 -20.892
H -6.129 11.863 -22.615
H -5.956 10.292 -21.852
C -2.433 15.765 -18.145
O -2.895 14.857 -19.077
H -3.116 15.845 -17.269
H -1.474 15.448 -17.693
H -2.330 16.769 -18.585
C -6.217 11.970 -16.803
C -5.580 12.285 -18.154
C -5.909 13.712 -18.498
O -5.498 14.130 -19.790
C -5.834 15.475 -20.008
N -4.093 12.058 -18.186
H -5.898 12.686 -16.040
H -5.963 10.976 -16.431
H -7.301 12.010 -16.909
H -5.992 11.561 -18.862
H -5.330 14.315 -17.775
H -6.967 13.942 -18.341
H -6.908 15.643 -19.882
H -5.511 15.726 -21.013
H -5.315 16.124 -19.295
H -3.681 12.684 -17.492
H -4.077 11.101 -17.846
O -2.729 14.187 -21.922
H -2.815 13.838 -22.816
H -2.676 15.144 -21.996
O -1.539 12.030 -20.414
H -1.358 11.114 -20.187
H -0.766 12.535 -20.140



# 12
36
Properties=species:S:1:pos:R:3 method="wB97M-V/def2-TZVPD" smiles=OCCO.OCCO.OCCO.O.O de_lowest_kj_mol=149.2 gap_ev=10.35 e_tot_ha=-843.6302
O 0.474 2.448 -0.335
C 0.977 2.595 -1.589
C 2.338 1.913 -1.836
O 2.246 0.471 -1.732
H 1.014 3.023 0.212
H 0.235 2.213 -2.290
H 1.033 3.671 -1.756
H 3.115 2.399 -1.246
H 2.679 2.206 -2.829
H 1.612 0.229 -2.412
O 0.380 0.727 4.599
C 0.797 1.656 3.619
C 1.308 0.834 2.373
O 2.303 -0.212 2.742
H 1.162 0.216 4.822
H 0.073 2.459 3.484
H 1.709 2.159 3.942
H 1.807 1.549 1.720
H 0.513 0.480 1.717
H 2.817 -0.345 1.943
O 0.084 -4.178 -1.683
C -1.265 -4.093 -1.437
C -1.624 -2.724 -0.887
O -1.379 -1.605 -1.803
H 0.519 -4.507 -0.893
H -1.800 -4.091 -2.387
H -1.600 -4.838 -0.715
H -1.111 -2.469 0.040
H -2.705 -2.738 -0.750
H -0.483 -1.834 -2.061
O -4.536 0.192 -0.063
H -3.621 0.429 -0.212
H -4.503 -0.716 0.237
O -1.876 0.995 -0.852
H -1.662 0.074 -1.003
H -1.032 1.412 -0.678